Density functional theory data (ωB97M-V with the def2-TZVPD basis set) for C3H5AgO3 as an isolated structure in a non-equilibrium geometry.

Summary:
Total energy in eV: -13333.074
Kohn-Sham gap in eV: 7.841
E_LUMO in eV: -1.5
HOMO in eV: -9.328

Geometry as ORCA input:
```
! wB97M-V def2-TZVPD RIJCOSX def2/J DEFGRID3
* xyz 0 1
H -1.495 1.966 -0.883
O -0.296 -1.572 0.439
C 0.892 -1.163 0.382
C -0.825 1.044 -0.870
O 1.909 -1.895 0.387
O 1.122 0.169 0.304
C 0.001 1.055 0.402
Ag 0.603 -3.791 0.651
H -1.541 0.213 -0.892
H -0.201 1.173 -1.765
H -0.607 0.756 1.265
H 0.438 2.045 0.581
*
```